1.
95
Properties=species:S:1:pos:R:3:forces:R:3 method="wB97M-V/def2-TZVPD" e_tot_ev=-234613.5417 homo_ev=-3.193 homo_lumo_gap_ev=5.72 mol_weight_g_mol=888.97 total_charge=-1 e_above_lowest_ev=0.144 spin_multiplicity=1 e_lumo_ha=0.09302
Pd 0.014 -0.243 0.147 0.382 -1.004 0.403
C 2.935 -1.554 -1.774 0.037 -0.039 0.030
As 2.412 -0.703 -0.079 -0.321 0.106 -0.183
C 4.125 0.292 0.143 -0.154 -0.089 0.038
C 2.831 -2.278 1.044 0.059 -0.064 -0.082
C 2.611 -2.235 2.570 -0.049 0.156 0.080
C 3.197 -0.944 3.142 -0.061 -0.150 -0.059
C 1.138 -2.367 2.967 -0.113 0.003 0.051
As -0.177 -0.921 2.618 -0.044 0.020 -0.135
C 0.227 0.255 4.174 0.019 -0.057 -0.176
C -1.651 -1.907 3.494 0.010 0.010 -0.039
C 3.386 -3.460 3.113 0.109 -0.054 0.071
As 3.309 -4.251 4.943 -0.090 0.074 -0.022
C 1.514 -5.077 4.949 0.021 0.037 0.048
C 2.927 -2.767 6.191 0.001 -0.035 -0.118
H 2.185 -2.295 -2.050 -0.042 0.012 0.049
H 3.919 -2.027 -1.706 0.000 -0.001 0.018
H 2.952 -0.794 -2.555 -0.007 0.005 0.051
H 4.931 -0.408 0.369 0.042 -0.032 -0.018
H 4.057 1.029 0.940 -0.074 0.004 0.024
H 4.359 0.805 -0.791 -0.071 0.005 -0.021
H 3.884 -2.522 0.844 -0.063 0.009 0.017
H 2.222 -3.086 0.624 -0.009 0.021 -0.013
H 2.676 -0.091 2.701 0.093 0.091 0.111
H 4.262 -0.867 2.912 0.028 0.052 -0.015
H 3.071 -0.913 4.225 0.009 0.107 0.013
H 1.087 -2.531 4.047 -0.008 0.018 -0.050
H 0.714 -3.242 2.472 -0.082 -0.009 0.009
H 0.667 -0.293 5.009 -0.032 -0.079 -0.001
H -0.703 0.719 4.506 -0.040 -0.024 -0.041
H 0.901 1.049 3.860 0.008 -0.001 -0.035
H -1.386 -2.252 4.498 0.078 0.032 -0.028
H -1.899 -2.760 2.866 0.026 -0.019 -0.047
H -2.529 -1.263 3.564 0.046 0.040 -0.018
H 4.456 -3.275 2.954 -0.060 -0.054 0.019
H 3.143 -4.330 2.488 0.005 0.025 0.070
H 1.352 -5.595 4.005 0.019 0.022 -0.043
H 0.720 -4.347 5.088 -0.024 0.022 -0.039
H 1.456 -5.814 5.751 0.093 0.031 0.010
H 3.788 -2.103 6.257 0.017 0.000 -0.036
H 2.757 -3.196 7.180 0.014 -0.073 -0.032
H 2.050 -2.188 5.908 -0.018 0.019 -0.017
C 1.386 2.905 -0.791 -0.074 -0.131 0.241
C 0.775 3.265 0.561 -0.067 0.026 -0.025
O 0.747 2.184 1.463 -0.122 0.090 -0.021
H 1.239 3.701 -1.521 0.038 0.118 -0.027
H 0.905 1.994 -1.153 0.018 0.040 -0.107
H 2.452 2.693 -0.696 0.033 0.010 -0.011
H -0.239 3.664 0.395 0.068 -0.019 0.025
H 1.363 4.053 1.050 -0.075 0.006 -0.086
H 0.302 1.374 1.016 0.609 0.924 0.494
C -1.347 -5.480 -0.106 0.038 0.008 0.209
N -1.252 -4.425 -1.086 0.020 0.204 0.046
C -1.526 -4.635 -2.397 0.000 0.029 -0.167
C -1.425 -3.638 -3.287 -0.051 -0.112 -0.141
C -1.002 -2.319 -2.830 0.110 0.100 -0.152
O -0.862 -1.393 -3.650 -0.227 0.304 -0.065
N -0.750 -2.137 -1.513 -0.002 0.209 0.375
C -0.869 -3.134 -0.629 -0.205 -0.730 -0.233
O -0.663 -3.053 0.582 0.088 -0.009 0.332
H -1.761 -6.376 -0.569 0.020 0.047 -0.055
H -1.988 -5.162 0.717 0.034 -0.077 -0.016
H -0.362 -5.706 0.312 -0.073 -0.028 0.012
H -1.821 -5.644 -2.664 -0.006 0.045 -0.020
H -1.643 -3.782 -4.332 0.000 -0.002 -0.039
C -1.139 7.534 -2.784 -0.075 -0.080 0.020
C -1.723 6.294 -3.404 0.034 0.093 -0.023
C -1.050 5.080 -3.366 -0.065 0.095 -0.003
C -1.582 3.934 -3.932 -0.066 -0.054 -0.120
C -2.835 3.975 -4.540 0.231 0.276 0.138
N -3.449 2.865 -5.127 -0.163 -0.185 0.021
C -3.109 1.508 -5.076 -0.285 0.330 -0.462
O -3.297 0.825 -6.067 0.063 -0.108 0.051
N -2.617 1.013 -3.912 0.857 -0.870 -0.001
C -2.752 1.490 -2.610 -0.112 0.180 0.598
C -3.810 2.287 -2.182 0.016 -0.182 0.016
C -3.875 2.636 -0.845 0.043 0.073 -0.005
C -2.893 2.188 0.021 0.062 0.030 0.284
N -1.863 1.445 -0.370 -0.029 -0.119 -0.493
C -1.796 1.104 -1.657 -0.206 0.160 -0.311
C -3.507 5.196 -4.598 -0.040 -0.131 0.011
C -2.959 6.334 -4.038 0.068 -0.045 -0.010
H -0.067 7.425 -2.631 0.023 0.029 0.037
H -1.605 7.730 -1.816 0.057 0.065 0.030
H -1.310 8.402 -3.422 0.018 0.043 0.026
H -0.080 5.029 -2.888 0.048 -0.033 -0.001
H -1.015 3.016 -3.915 0.013 -0.069 0.041
H -4.022 3.073 -5.930 0.094 -0.159 -0.017
H -2.075 0.128 -3.986 -0.322 0.359 -0.087
H -4.580 2.609 -2.868 0.019 -0.002 -0.048
H -4.678 3.262 -0.479 -0.024 -0.036 0.018
H -2.930 2.431 1.077 0.032 0.048 0.026
H -0.953 0.477 -1.950 -0.144 0.066 -0.149
H -4.469 5.242 -5.094 -0.063 0.007 0.028
H -3.504 7.269 -4.092 -0.008 0.030 -0.026

---

2.
58
Properties=species:S:1:pos:R:3:forces:R:3 method="wB97M-V/def2-TZVPD" e_tot_ev=-194884.8343 homo_ev=-7.955 homo_lumo_gap_ev=2.62 mol_weight_g_mol=692.10 total_charge=+1 spin_multiplicity=1 e_lumo_ha=-0.19592
C 2.050 -3.446 -2.263 1.182 1.869 -0.331
Si 3.484 -2.508 -3.008 -1.955 -0.665 -0.735
C 2.882 -0.769 -3.276 0.516 -1.341 0.186
C 3.867 -3.273 -4.648 0.393 0.152 0.211
O 4.814 -2.631 -1.859 0.222 0.455 -0.083
S 6.211 -2.219 -2.374 1.157 -0.453 -0.952
O 6.376 -0.795 -2.490 -0.433 0.541 0.171
O 7.192 -2.620 -0.985 -2.288 0.997 0.245
F 6.348 -2.653 0.156 0.464 0.082 0.286
H 2.063 -3.205 -1.186 -0.566 0.505 -1.074
H 2.236 -4.491 -2.396 -0.303 -0.359 -0.297
H 1.150 -3.105 -2.763 -0.216 -0.036 -0.007
H 1.919 -0.851 -3.791 0.075 -0.109 -0.037
H 3.556 -0.138 -3.881 -0.133 -0.478 0.264
H 2.663 -0.346 -2.286 0.155 -2.256 -0.566
H 2.964 -3.135 -5.240 -0.208 0.124 -0.022
H 4.012 -4.346 -4.585 0.249 -0.173 0.005
H 4.670 -2.801 -5.206 0.213 -0.078 -0.127
K 2.760 1.483 -2.511 -1.199 4.802 0.772
O -0.085 -0.139 -0.780 0.741 -0.146 -0.381
C -1.043 -0.871 -0.873 -0.227 0.230 0.447
O -2.054 -0.608 -1.680 0.076 -0.236 -0.460
C -3.112 -1.565 -1.503 -0.277 -0.239 0.137
C -2.429 -2.793 -0.904 0.087 0.084 0.079
C -1.303 -2.148 -0.093 -0.233 -0.160 -0.365
H -3.858 -1.126 -0.840 0.085 0.106 0.051
H -3.575 -1.770 -2.464 0.082 0.166 -0.100
H -3.098 -3.419 -0.320 -0.057 0.069 0.034
H -2.005 -3.409 -1.701 -0.023 -0.001 -0.021
H -1.626 -1.879 0.913 0.095 0.060 0.029
H -0.409 -2.767 -0.045 0.088 0.121 0.176
Br 2.231 -5.011 -0.068 0.794 -2.524 1.909
Ca 6.131 1.655 -1.478 0.501 0.032 0.141
Cl 3.424 -6.806 -0.459 -0.480 0.508 0.355
C -2.558 2.559 0.532 0.026 -0.195 -0.096
O -3.010 1.787 -0.348 0.128 -0.053 0.151
O -1.125 2.437 0.684 -0.640 -0.045 -0.308
O -3.114 3.366 1.266 0.140 0.162 0.157
H -1.012 1.770 -0.005 0.503 -0.027 0.105
C -5.318 5.145 2.271 0.081 -0.262 0.044
N -6.290 5.147 3.396 0.009 0.065 -0.425
O -6.408 4.142 4.062 -0.025 -0.079 0.162
O -6.919 6.174 3.589 -0.020 -0.033 0.115
H -4.832 4.179 2.212 0.036 -0.010 -0.006
H -5.878 5.352 1.364 -0.017 0.126 0.014
H -4.596 5.930 2.473 -0.068 0.090 -0.001
K 8.592 -4.436 -1.152 1.189 -1.635 -0.013
O 6.399 -7.847 -1.859 0.217 0.467 0.138
H 5.532 -7.429 -1.884 -0.083 -0.094 -0.072
H 6.551 -8.016 -0.923 -0.058 -0.231 -0.010
C -4.298 7.126 6.004 -0.017 -0.164 0.181
O -4.263 7.932 5.092 0.065 0.012 -0.020
N -3.307 7.067 6.961 -0.108 0.027 -0.095
N -5.305 6.217 6.160 0.026 0.154 -0.035
H -3.309 6.416 7.721 -0.032 -0.032 0.001
H -2.552 7.719 6.877 0.021 0.035 -0.031
H -6.053 6.221 5.484 -0.002 0.109 0.106
H -5.333 5.551 6.906 0.052 -0.035 0.001

---

3.
5
Properties=species:S:1:pos:R:3:forces:R:3 method="wB97M-V/def2-TZVPD" e_tot_ev=-16307.1923 homo_ev=-10.486 homo_lumo_gap_ev=11.22 mol_weight_g_mol=68.48 total_charge=0 e_above_lowest_ev=1.906 spin_multiplicity=1 e_lumo_ha=0.02687
C 0.717 0.241 0.153 -2.605 -2.194 -5.765
F 1.114 1.165 -0.791 0.655 0.022 0.311
Cl 1.973 -0.620 0.833 1.403 -0.370 1.238
H 0.113 -0.800 -0.807 1.028 3.083 3.218
H 0.038 0.816 0.745 -0.482 -0.541 0.998

---

4.
19
Properties=species:S:1:pos:R:3:forces:R:3 method="wB97M-V/def2-TZVPD" e_tot_ev=-9246.7399 homo_ev=-17.936 homo_lumo_gap_ev=9.69 mol_weight_g_mol=104.16 total_charge=+2 e_above_lowest_ev=3.286 spin_multiplicity=1 e_lumo_ha=-0.30302
C -0.102 -0.107 0.199 1.435 1.962 -1.882
C 0.851 -0.277 -0.714 -4.297 -0.447 4.212
C -0.492 1.301 0.676 -0.316 -0.895 -0.533
N 1.425 -2.578 -0.267 -2.694 -0.022 0.770
N -0.608 1.442 2.001 -1.740 -4.505 1.054
N 1.677 -0.333 -1.601 1.995 0.637 -5.038
N -1.947 1.490 -0.163 1.137 2.047 1.544
H -0.822 -0.843 0.463 0.068 -1.077 0.151
H 0.069 2.098 0.261 0.680 0.603 -0.557
H 1.492 -2.763 -1.241 0.957 -0.781 -0.736
H 2.138 -2.923 0.330 1.132 -0.487 0.037
H -0.526 2.260 2.476 0.457 3.081 1.149
H -1.077 0.703 2.606 1.026 1.188 -1.299
H 1.443 -0.091 -2.662 0.708 -0.598 2.746
H 2.545 -0.846 -1.395 0.084 0.650 -0.319
H 0.592 -3.137 -0.014 0.502 0.370 0.089
H -2.285 2.467 0.019 0.064 -1.130 -0.377
H -1.772 1.322 -1.119 0.027 0.150 -1.653
H -2.600 0.814 0.143 -1.225 -0.747 0.641

---

5.
14
Properties=species:S:1:pos:R:3:forces:R:3 method="wB97M-V/def2-TZVPD" e_tot_ev=-15887.7890 homo_ev=-12.523 homo_lumo_gap_ev=8.70 mol_weight_g_mol=212.01 total_charge=+1 e_above_lowest_ev=4.200 spin_multiplicity=1 e_lumo_ha=-0.14043
C 0.405 0.500 1.273 -1.002 0.437 -1.825
C -2.495 0.843 -0.737 -0.302 -0.446 0.643
C -0.816 -0.130 0.610 2.564 2.170 0.254
C 1.197 -0.824 -0.850 0.588 2.607 0.449
N 0.547 -0.724 0.476 0.558 0.618 -1.001
O -1.205 0.608 -0.502 0.577 -0.138 -0.049
I -2.628 2.401 -2.098 0.123 -0.150 -0.095
H 0.816 1.431 0.918 -0.239 0.005 -1.269
H -1.403 -0.779 1.147 -2.192 -0.931 0.854
H 0.744 0.495 2.240 -0.092 -1.036 2.618
H 1.094 0.042 -1.502 -1.346 0.244 0.328
H 2.246 -0.673 -0.741 1.073 -1.388 0.461
H 0.770 -1.650 -1.296 -0.053 -1.955 -1.153
H 0.728 -1.539 1.061 -0.257 -0.038 -0.213